Record 1
ORCA calculation (ωB97M-V/def2-TZVPD) on a molecular structure, C26H51N6PRuSeSi3 at a distorted geometry.

Structure (XYZ):
```
89
Properties=species:S:1:pos:R:3:mulliken_charge:R:1
Ru 0.50362 -0.55815 0.43617 1.2636
Se 2.44498 1.49248 0.37906 -0.3066
P -0.52102 0.49570 -2.12398 1.5234
Si -1.90593 -2.21362 1.70657 0.5200
Si 0.22276 -0.89793 3.57620 -0.5814
Si -1.95563 0.93217 2.12957 -0.3288
N -2.26664 -0.29468 -4.17107 0.1402
N 3.55988 2.23695 -2.29537 0.3721
N 2.00512 3.53588 -1.58446 0.2802
N 2.09506 -1.73934 1.90440 0.6207
N 0.04775 0.13062 -4.76345 0.1727
N -1.40464 1.96951 -4.30358 0.2626
C -0.37253 1.48635 -5.10485 -1.0150
C 3.40989 3.26740 -3.24583 -0.4521
C 2.49718 -2.76457 3.95945 -0.5572
C -3.46710 -2.11983 2.76477 -1.3233
C -3.17704 1.05716 0.73359 -0.4782
C 3.97894 -3.22812 2.18576 -0.8566
C -2.69568 1.07159 3.84600 -1.0789
C -2.51039 -2.47119 -0.07425 -0.7297
C 1.10236 -2.26428 -0.89665 -1.7855
C -0.92512 -3.83461 2.18291 -0.9330
C 1.07496 0.67988 4.07548 -1.1243
C -2.04419 -0.40480 -2.72916 -1.2991
C 2.42787 4.01875 -2.75029 -0.3844
C 2.69622 2.36290 -1.26618 -0.4118
C 3.15477 -2.43054 1.40161 -0.5039
C 3.59848 -3.45001 3.49404 -0.4569
C -1.13331 -0.71296 -4.93633 -1.1844
C 0.94448 4.08079 -0.65983 -0.9449
C -2.56620 1.12492 -4.47232 -1.0013
C -0.90458 -0.67717 2.07823 0.5314
C -0.87982 2.54310 1.94074 -0.2823
C 1.71065 -1.96286 3.12246 0.4483
C 4.65595 1.30889 -2.29018 -1.0030
C 0.72670 0.00134 -3.49193 -0.6702
C -0.69185 -1.58672 5.06118 -1.1003
C -0.95376 2.13717 -2.95578 -0.8602
H 0.03447 2.67661 -2.94392 -0.1024
H -0.03744 3.66644 -0.67579 0.2898
H 0.80632 5.12735 -1.00824 0.3583
H -2.88223 1.17523 -5.51733 0.3259
H 2.19116 -2.82258 5.01702 0.3406
H -1.39761 -0.76738 -6.06300 0.2605
H 2.10829 -1.98839 -1.41177 0.1807
H 0.14706 2.58728 2.30173 0.3135
H -2.59785 0.92447 -0.14760 -0.5209
H 1.73025 1.08558 3.28990 0.1612
H -1.81590 -1.47656 -2.51283 0.3805
H -0.09671 -1.58350 6.05686 0.3502
H -3.77015 1.96011 0.67580 0.5635
H -3.86971 0.18944 0.56674 0.2712
H -3.24930 -2.05968 3.82171 0.3137
H -2.80161 -1.56326 -0.62523 -0.1265
H 3.89698 3.30730 -4.24331 0.4308
H 5.08741 1.31685 -1.27797 0.3766
H -2.90445 -0.13240 -2.22679 0.6278
H -4.12591 -2.99216 2.58535 0.4174
H 4.34774 0.18702 -2.46819 0.2430
H -1.72786 2.64124 -2.42898 0.4305
H 3.34291 -2.18358 0.36841 0.2672
H -3.36863 0.37254 4.31435 0.4294
H -0.60406 -3.80586 3.21636 0.2440
H 1.65292 0.48058 5.00316 0.3937
H 5.56320 1.62254 -2.83030 0.3773
H -1.54541 -1.01268 5.27071 0.4384
H -0.77476 1.37127 -6.14283 0.3463
H 0.36003 1.38576 4.41327 0.4304
H -0.74721 2.61386 0.81959 -0.6957
H 4.14677 -4.00121 4.22246 0.4778
H 1.64208 0.66091 -3.41013 0.0411
H -3.22262 2.02934 3.95203 0.4336
H -0.85057 -1.72157 -4.61961 0.4660
H 0.03506 -3.78144 1.60343 0.0998
H -3.27936 1.45828 -3.71297 0.4633
H -4.07386 -1.31720 2.52829 0.4756
H 4.94774 -3.63898 1.80107 0.3477
H 1.28302 -3.18607 -0.38083 0.7355
H 0.98332 -1.02981 -3.38548 0.5460
H -1.83022 1.26255 4.47652 0.2683
H -1.50573 3.36353 2.28502 0.5764
H 1.87993 4.77738 -3.24337 0.4939
H -1.54463 -4.73868 1.89051 0.4466
H 0.32304 -2.36031 -1.67002 0.4908
H 1.23955 4.16635 0.36657 0.4521
H 0.54037 2.16619 -5.02133 0.3099
H -3.35741 -3.13814 0.01417 0.5684
H -1.01657 -2.58970 4.91013 0.4093
H -1.77404 -3.00703 -0.66601 0.2988
```

Results
* E_HOMO (spin up / spin down): -9.9704 / -10.7521 eV
* spin multiplicity: 6
* Kohn-Sham gap (spin up / spin down): 8.10 / 6.79 eV
* <S²>: 8.761
* charge: +1

Record 2
ORCA calculation (ωB97M-V/def2-TZVPD) on a molecular structure, C26H52B3CdN2O8 at a distorted geometry.

Structure (XYZ):
```
92
Properties=species:S:1:pos:R:3:mulliken_charge:R:1
Cd 22.22993 32.49055 12.82329 3.5370
O 22.91540 25.02176 14.25665 -0.6255
O 18.51901 29.86713 9.64690 -0.4202
O 15.65471 31.68390 14.30869 -0.4065
O 23.39320 33.37542 8.91202 -0.4148
O 22.18088 33.07923 10.74476 -2.4214
O 13.98313 32.78611 13.30685 -0.6296
O 24.48184 29.57287 7.72401 -0.6090
O 19.40908 31.90071 9.39374 -0.5943
N 19.40743 28.99772 14.81060 1.6888
N 25.47916 30.38601 15.05010 0.2141
C 20.84415 29.90042 9.54116 0.4854
C 23.33195 34.07565 7.66077 -0.4740
C 19.56279 30.72066 9.51591 0.3795
C 25.25555 28.76405 16.53703 -0.6209
C 24.59641 29.51208 15.58865 -0.1396
C 21.89482 34.64779 7.59004 -0.6809
C 18.29352 28.54558 16.66766 -0.8122
C 19.33575 29.26348 16.15706 -0.7549
C 22.44347 26.11864 14.46881 0.4102
C 24.48682 29.09098 8.83638 0.6507
C 26.55651 29.26922 16.66410 -0.6862
C 18.92788 28.52109 9.73457 -0.7740
C 24.67396 29.93083 10.10320 0.0346
C 21.99832 26.54436 15.82671 -0.8093
C 24.11189 27.62497 8.95589 -0.8640
C 17.74310 27.76734 15.64209 -0.6452
C 20.40542 28.59896 10.19257 0.6325
C 22.31298 33.57376 9.65687 -0.3423
C 18.44859 28.05069 14.49277 -0.7003
C 22.31470 27.14654 13.35521 0.4100
C 16.99064 31.28190 13.95815 0.0120
C 15.14678 32.47864 13.35005 0.4568
C 21.33808 34.52658 9.02062 -0.0860
C 16.19668 32.90850 12.39723 -0.5691
C 17.47797 32.43951 13.05559 0.4655
C 26.68386 30.26668 15.71288 -0.5727
B 21.52279 30.47129 12.88651 3.1418
B 21.11712 34.14870 13.64731 0.9227
B 24.33655 32.49968 13.15886 1.7813
H 23.68383 32.34055 14.05654 -0.1182
H 22.06647 27.62570 15.96544 0.0671
H 25.24255 31.14228 14.39943 0.0350
H 18.77239 28.05206 8.76219 0.2665
H 24.96516 27.01535 9.25788 0.3570
H 25.75457 30.02865 10.19833 0.5756
H 20.91910 26.35489 15.84405 0.2434
H 18.34568 27.74041 13.46557 0.2651
H 18.22328 32.11767 12.32540 -0.3290
H 17.70561 31.15134 14.76747 0.1136
H 20.10316 29.88210 16.59377 0.4287
H 24.80907 27.99533 17.15048 0.4386
H 21.90042 35.64102 7.14997 0.3556
H 20.95917 27.76776 9.75473 0.4622
H 22.55675 26.13112 16.66268 0.3608
H 27.52931 30.85840 15.40361 0.3759
H 23.37746 27.45969 9.75246 -0.0465
H 22.05590 30.75312 13.83583 -0.6735
H 20.45273 28.59711 11.27612 -0.9788
H 22.11886 34.51905 13.30252 -0.2947
H 16.10480 33.97167 12.17386 0.3432
H 22.48612 28.13086 13.78108 -0.5392
H 24.16950 31.61804 12.48753 -0.9442
H 20.55964 33.84877 12.72320 -0.5387
H 16.94230 27.04777 15.69751 0.4973
H 23.08706 26.94955 12.61304 0.2699
H 21.30461 33.94483 7.00160 0.2670
H 23.55917 29.50300 15.29535 0.2292
H 17.92542 28.56895 17.68232 0.4694
H 20.02714 29.52308 14.17452 -1.0054
H 23.48632 33.34389 6.87366 0.3199
H 17.98733 33.23262 13.60240 0.2432
H 21.29232 35.46676 9.56784 0.3152
H 23.58675 27.27178 8.07120 0.3368
H 16.91157 30.32244 13.44516 0.0609
H 21.23952 33.23634 14.28917 -0.3641
H 24.23060 29.43516 10.96339 -0.2543
H 20.85751 31.32514 12.60010 0.0838
H 20.89376 29.55050 13.08803 -1.2910
H 18.49110 27.92147 10.53399 0.4483
H 24.11998 30.83970 9.87756 -0.3107
H 15.95385 32.48741 11.41643 0.2339
H 20.36079 34.04959 9.04529 0.0519
H 20.56100 34.96079 14.23811 -0.2115
H 21.32245 27.10093 12.90716 0.0559
H 24.04226 33.48472 12.72217 -0.5006
H 21.10156 29.80140 8.48099 0.5365
H 21.66316 30.43304 10.02023 -0.6452
H 25.42848 32.47289 13.50954 -0.2535
H 24.05094 34.89106 7.71188 0.2981
H 22.34302 30.24171 12.11313 -1.0577
H 27.30073 28.96590 17.38205 0.3810
```

Results
* E_HOMO: -5.6920 eV
* Kohn-Sham gap: 7.87 eV
* charge: -1

Record 3
ORCA calculation (ωB97M-V/def2-TZVPD) on 9 unconnected molecules or ions with the total composition C26H52Br6O8 at a distorted geometry.

Structure (XYZ):
```
92
Properties=species:S:1:pos:R:3:mulliken_charge:R:1
Br 1.18667 2.93615 5.77585 -0.2079
Br -8.09401 -4.30103 -0.89118 -0.1760
Br -2.12053 1.99870 4.67398 -0.0705
Br -4.57184 -3.34947 -0.11546 -0.0518
Br 1.09500 4.03183 -3.99952 -0.1497
Br -0.03324 0.80091 -4.30371 -0.1841
O 3.58437 4.54946 -0.65596 -0.5149
O -3.65088 -2.88113 -3.36739 -0.6324
O -0.25590 0.52060 1.08699 0.6826
O -1.74801 -1.73144 -2.92293 -0.0399
O 0.69886 -1.54038 3.85999 -0.4469
O 5.27515 -2.43278 -1.52565 -0.6014
O -1.55955 2.90802 -0.10046 -0.3098
O 1.65760 0.49180 -0.10563 -0.3544
C -2.03590 -1.03174 1.00585 -1.4727
C -0.58535 -0.77691 0.64552 1.2487
C -0.71006 -3.83149 -2.20373 -0.4768
C 5.57498 3.28675 -0.42345 -0.8231
C -0.49192 1.94004 -2.77766 0.4615
C 2.96864 -1.89434 -1.42215 -0.1263
C -3.90070 2.99382 -0.55976 -1.2321
C 5.57576 5.76312 -1.15496 -1.2512
C -2.66166 3.14380 0.33493 0.6613
C 2.87272 -2.45031 3.87632 -1.0361
C -0.88669 -2.79654 -3.32794 -0.4892
C -3.77928 -0.66424 -2.53317 -0.2535
C 0.92813 -3.49180 2.52083 -1.1252
C -3.07192 -1.89940 -2.99561 0.4241
C 1.41964 -2.42347 3.45127 1.0182
C 0.70498 2.87366 -2.47833 -0.6113
C 0.62897 1.24395 4.89278 -0.7970
C 4.78612 4.51771 -0.78203 0.7508
C 4.55907 -1.57443 0.56940 -0.1982
C 0.85786 1.07813 0.57638 0.5132
C 4.38187 -1.94128 -0.87607 0.4803
C -6.55358 -4.14536 -2.06311 -0.3686
C -0.42734 1.45477 3.82925 0.3412
C -5.33931 -4.70722 -1.36644 -0.6396
C 1.09350 2.46427 1.10842 -0.8372
C -2.81299 3.44863 1.82244 -0.8399
H 5.11032 2.48087 -0.99772 0.1932
H 5.47047 -2.05879 0.92490 0.4298
H 4.75461 -0.50086 0.62951 0.2187
H -2.22231 -0.85337 2.06875 0.3177
H -0.16057 -3.52017 2.50823 0.3401
H 2.73777 -0.89512 -1.79654 0.1290
H 3.19348 -3.48545 4.00433 0.4131
H 1.58080 0.79962 4.63212 0.3165
H 0.32824 3.48187 -1.65763 0.2244
H 4.81051 6.51581 -1.33361 0.3194
H -6.73792 -4.64060 -3.01487 0.3998
H -3.66992 0.12115 -3.28284 0.3511
H 6.29901 6.03999 -0.39278 0.3366
H 0.25910 3.11943 0.86289 0.0664
H -0.01911 -1.55731 1.16524 -1.1793
H 0.06299 -2.30981 -3.53455 0.3504
H -1.36040 2.57575 -2.91730 0.5280
H -3.65304 2.89400 2.22901 0.3544
H 6.08094 5.49042 -2.08516 0.3404
H -2.75603 -0.38190 0.50380 0.1974
H -2.31752 -2.06546 0.79798 0.1696
H -5.59743 -5.59541 -0.80308 0.5036
H 1.26717 -4.48582 2.81419 0.5046
H 3.10495 -1.83492 4.74025 0.3536
H -0.56221 0.50296 3.32296 -0.1699
H 2.20403 -2.04036 -0.65948 -0.3517
H -0.42908 -4.81886 -2.56434 0.4193
H 6.61910 3.32727 -0.72125 0.3757
H -3.33393 -0.27816 -1.62001 -0.2546
H -6.34189 -3.11139 -2.33182 0.1587
H 1.16673 2.34063 2.19213 0.6217
H 3.73159 -1.89286 1.19714 -0.6004
H 3.49845 -2.06060 3.06579 0.0935
H -4.56950 -4.78005 -2.13152 0.2585
H -4.64960 2.36081 -0.08259 0.3527
H -1.29751 -3.24561 -4.23252 0.4217
H -0.15623 2.22948 3.11827 -0.2895
H 2.87006 -2.64285 -2.20578 0.4363
H 0.21584 0.69890 5.73559 0.6223
H 1.59746 2.34139 -2.16805 0.3385
H -0.65357 1.28419 -1.92693 -0.5718
H 5.41657 3.16192 0.64674 0.2730
H -0.50095 -0.96140 -0.42848 0.3300
H -1.86619 3.34454 2.33326 -0.1336
H -4.83059 -0.88904 -2.37987 0.2181
H -1.63326 -3.94522 -1.63385 0.1335
H 0.06714 -3.43567 -1.54966 -0.1274
H 2.03534 2.85343 0.73833 -0.0068
H -4.35361 3.95884 -0.79572 0.4190
H 1.27896 -3.29830 1.50477 0.0331
H -3.01843 4.51801 1.95073 0.4008
H -3.63004 2.56274 -1.51685 0.1570
```

Results
* E_HOMO: -9.6080 eV
* energy above the lowest of the compared OMol25 structures with the same formula, charge and spin: 0.4169 eV
* Kohn-Sham gap: 9.96 eV

Record 4
ORCA calculation (ωB97M-V/def2-TZVPD) on 8 unconnected molecules or ions with the total composition C26H52IO11P at a distorted geometry.

Structure (XYZ):
```
91
Properties=species:S:1:pos:R:3:mulliken_charge:R:1
I -2.50611 0.83615 3.34660 0.1159
P -0.75098 2.58857 0.66961 0.7213
O -1.03251 1.41358 -0.39800 -0.2675
O 0.05402 -1.01525 6.67023 -0.5597
O -2.11191 3.12499 1.36290 -0.3717
O 0.05870 -4.05670 1.28660 -0.5644
O -0.19440 -1.37869 -4.26898 -0.5778
O -0.09690 3.73469 -0.00334 -0.8028
O -6.21397 3.31275 0.01029 -0.5357
O 3.85871 -1.43195 -1.52219 -0.4408
O 7.60638 0.32347 1.84619 -0.5651
O 0.28202 1.94527 1.76773 -0.0637
O -4.67351 -2.36240 -2.05530 -0.5538
C 6.52051 0.63162 2.28261 0.8841
C 5.99928 -2.11310 -0.75659 -1.0607
C 1.20024 0.00297 -2.92635 0.0251
C 0.27088 -3.44837 -0.99892 -0.3640
C -6.09340 3.94830 -2.27398 -1.0684
C 0.59808 -0.39031 1.48841 -0.1571
C 1.04872 0.85280 1.31622 -0.4466
C 5.05982 -1.34913 -1.65162 0.8089
C 0.45805 -4.35999 0.18617 0.7813
C 1.16565 -5.66992 -0.06110 -1.2055
C -4.24556 -2.64667 -3.14991 0.8996
C 0.50126 0.63572 -5.31938 -1.2482
C 1.43979 0.36850 8.01475 -1.1061
C -3.68001 0.02695 0.42257 -1.0380
C 0.69279 0.00748 6.75319 0.7714
C 0.44040 -0.35058 -4.17825 0.8522
C 5.54857 -0.40906 2.77848 -0.9375
C 5.68197 -0.47096 -2.70845 -1.0782
C -3.88008 1.54293 0.59016 0.0898
C 6.07625 2.07149 2.34963 -1.1011
C -6.63794 5.61529 -0.39167 -1.2016
C -4.30664 -1.67232 -4.29999 -0.9332
C -3.61973 -3.99066 -3.42676 -1.1020
C 0.77793 0.97958 5.60346 -0.6034
C -3.13406 2.20964 1.78409 -0.7335
C -6.30660 4.20386 -0.80333 0.8504
H 1.06512 1.31255 8.41329 0.3115
H 1.26061 -1.24188 1.54656 0.2960
H 6.62128 -2.78614 -1.34851 0.3960
H 6.31192 0.28670 -2.24003 0.3317
H 0.09699 1.59853 -5.00286 0.3224
H 5.86815 2.35043 3.38356 0.3392
H -6.76457 5.65778 0.68775 0.3030
H -4.77628 -0.74891 -3.96672 0.2141
H -1.41909 1.76845 -1.20307 0.2860
H -3.63669 -4.59089 -2.51938 0.2797
H 1.81694 1.10012 5.29133 0.2813
H 4.63033 -0.36734 2.18905 0.1403
H 2.26236 0.10763 -3.14770 -0.0610
H 6.63529 -1.41405 -0.20850 0.2432
H 0.61057 -6.26249 -0.79002 0.3366
H -5.86296 2.89614 -2.42952 0.2046
H -2.58515 -3.85898 -3.74899 0.2467
H -5.82932 6.28814 -0.68122 0.3434
H 5.99326 -1.39649 2.67309 0.2704
H 6.28705 -1.07465 -3.38622 0.3536
H -7.56418 5.93551 -0.87100 0.3560
H 1.07458 -0.78623 -2.18973 -0.1446
H 0.19871 0.59964 4.76548 -0.1126
H -4.93981 1.78065 0.62267 0.5537
H -6.99675 4.19968 -2.83147 0.3885
H -4.36041 -0.54884 1.04656 0.4827
H 0.81664 0.93720 -2.51049 0.1809
H -0.32744 -3.94788 -1.76254 0.3301
H -3.29771 -1.45231 -4.65483 0.2124
H 6.86492 2.71246 1.96188 0.3216
H 1.29420 -0.41245 8.75794 0.3067
H 4.89828 0.02343 -3.27892 0.1938
H 5.42199 -2.70032 -0.04514 0.2289
H 1.99071 1.05874 0.82351 0.4610
H 2.50611 0.46342 7.80344 0.3027
H -4.89400 -2.09446 -5.11696 0.3653
H 1.24105 -3.16788 -1.41418 0.1575
H 0.37353 1.94782 5.90331 0.3682
H 2.17265 -5.48404 -0.43815 0.3014
H -5.26234 4.55307 -2.64042 0.3229
H -0.08659 0.26148 -6.15511 0.3355
H -0.47342 -0.54098 1.52450 -0.0283
H -2.65059 -0.29712 0.54476 0.0658
H -3.94530 -0.22338 -0.61009 0.2481
H -3.86808 2.82519 2.29556 0.6046
H -4.17840 -4.50985 -4.20713 0.3848
H 5.31487 -0.23659 3.82996 0.4236
H 1.53452 0.76794 -5.64330 0.3266
H 5.17549 2.21345 1.75002 0.2494
H -0.24981 -2.54820 -0.67683 -0.0871
H -3.45764 2.01256 -0.30200 0.0131
H 1.23274 -6.22694 0.87101 0.3363
```

Results
* E_HOMO: -9.1629 eV
* Kohn-Sham gap: 9.38 eV